A structure of composition C24H56B2MgO12S6 at a distorted geometry. Source: OMol25; level of theory: wB97M-V/def2-TZVPD.

Last column: Mulliken charge in e.
Atoms and positions in Å:
Mg (-2.51501, 0.25142, 0.44401)  0.556
B (-3.51881, 2.01133, 1.45599)  3.315
H (-3.10230, 1.15863, 1.96945)  -0.823
H (-4.56778, 2.09424, 1.69478)  -0.295
H (-3.04547, 2.90688, 1.82773)  -0.333
H (-3.41593, 1.92679, 0.38524)  -0.896
B (-0.63850, 0.81275, 0.19603)  2.046
H (-0.73759, -0.25556, 0.08135)  -0.493
H (-0.87660, 1.13432, 1.19810)  -0.194
H (0.38133, 1.06248, -0.05263)  -1.228
H (-1.30482, 1.26663, -0.52109)  -0.180
C (-1.84939, -1.22639, 5.38443)  -0.779
C (-0.94476, -0.15178, 4.87070)  -0.681
C (-0.05678, -0.77939, 3.74519)  0.044
S (-1.26360, -1.85248, 2.82433)  1.131
O (-0.63557, -3.03990, 2.24482)  -0.772
O (-2.05287, -0.93789, 1.96498)  -0.826
C (-2.32898, -2.18997, 4.27308)  -0.985
H (-2.70205, -0.85217, 5.95104)  0.368
H (-1.37040, -1.78968, 6.18528)  0.357
H (-0.34713, 0.26549, 5.68113)  0.516
H (-1.56584, 0.59782, 4.38033)  0.286
H (0.72575, -1.37780, 4.21171)  0.554
H (0.38026, -0.10992, 3.00432)  -0.549
H (-2.21102, -3.24236, 4.53125)  0.481
H (-3.38489, -2.20614, 4.00306)  0.480
C (2.37126, 3.30152, 4.08048)  -0.782
C (1.40302, 3.23773, 2.90527)  0.449
C (2.05874, 3.77888, 1.67510)  -0.641
S (3.86960, 3.36803, 1.80419)  0.966
O (4.61291, 4.62087, 1.73357)  -0.718
O (4.17562, 2.33391, 0.80413)  -0.478
C (3.77470, 2.84522, 3.57752)  -0.644
H (1.97730, 2.66372, 4.87175)  0.338
H (2.49301, 4.26448, 4.57646)  0.327
H (0.54036, 3.86317, 3.13490)  0.495
H (1.09077, 2.20495, 2.75042)  -0.640
H (2.00607, 4.86364, 1.76790)  0.466
H (1.66756, 3.50804, 0.69442)  0.094
H (4.64729, 3.16822, 4.14528)  0.482
H (3.78078, 1.75627, 3.53007)  0.250
C (2.99812, 1.36504, -3.17235)  -1.101
C (2.10553, 2.37747, -2.45131)  -0.071
C (0.63443, 2.35177, -3.01378)  -0.045
S (0.63730, 0.93075, -4.21711)  0.888
O (1.07515, 1.41206, -5.50444)  -0.702
O (-0.50430, 0.02503, -4.09017)  -0.438
C (2.07843, 0.13675, -3.39949)  -0.349
H (3.90458, 1.07371, -2.64174)  0.489
H (3.42902, 1.77471, -4.08591)  0.392
H (2.37028, 3.42828, -2.56874)  0.469
H (2.12199, 2.02138, -1.42124)  -0.462
H (0.33561, 3.22750, -3.58990)  0.606
H (-0.14277, 2.13070, -2.28220)  -0.201
H (2.40646, -0.64766, -4.08154)  0.602
H (1.70353, -0.32853, -2.48787)  -0.183
C (-0.64876, -4.39628, -2.50278)  -0.876
C (-0.75302, -4.79001, -1.04832)  0.087
C (-2.10946, -4.42575, -0.53547)  -0.754
S (-2.60293, -2.85997, -1.39074)  0.881
O (-2.36372, -1.79379, -0.46301)  -1.932
O (-3.85216, -3.10219, -2.14297)  -0.731
C (-1.15402, -2.95054, -2.52924)  -0.361
H (-1.28776, -4.97278, -3.17168)  0.329
H (0.34466, -4.31265, -2.94352)  0.443
H (0.00131, -4.24078, -0.48490)  -0.294
H (-0.45372, -5.83059, -0.92292)  0.464
H (-2.15723, -4.18256, 0.52597)  0.216
H (-2.78183, -5.25261, -0.76426)  0.370
H (-0.41449, -2.33948, -2.01174)  -0.046
H (-1.26847, -2.48192, -3.50669)  0.565
C (2.97037, -2.37321, 1.39190)  -0.345
C (2.87352, -0.94452, 0.79009)  0.841
C (4.03028, -0.78932, -0.12133)  -0.751
S (5.45798, -1.52660, 0.83798)  1.159
O (6.04500, -0.60568, 1.79708)  -0.638
O (6.36931, -2.24643, -0.11774)  -0.705
C (4.40297, -2.74107, 1.79043)  -0.815
H (2.52753, -3.11632, 0.72874)  0.148
H (2.22196, -2.49253, 2.17533)  0.214
H (2.82235, -0.25270, 1.63084)  -0.326
H (1.99483, -0.68457, 0.19982)  -0.394
H (4.26445, 0.19229, -0.53331)  0.251
H (3.86337, -1.51065, -0.92129)  0.473
H (4.63383, -2.54697, 2.83786)  0.345
H (4.78622, -3.72752, 1.52938)  0.402
C (-3.39866, 2.03947, -4.34608)  0.149
C (-4.02699, 0.79632, -4.92105)  -0.819
C (-4.01578, -0.25578, -3.79885)  -0.172
S (-4.45486, 0.63972, -2.31774)  0.971
O (-3.41408, 0.46154, -1.30101)  0.476
O (-5.85787, 0.36324, -2.10152)  -0.781
C (-4.16553, 2.32978, -3.05692)  -0.926
H (-3.48268, 2.88143, -5.03321)  0.477
H (-2.33243, 2.11213, -4.13171)  -0.468
H (-3.56614, 0.38180, -5.81764)  0.408
H (-5.01759, 0.97315, -5.34001)  0.334
H (-3.02236, -0.67600, -3.64187)  -0.318
H (-4.77422, -1.03598, -3.73418)  0.580
H (-3.77350, 2.97681, -2.27223)  0.556
H (-5.13326, 2.77511, -3.28778)  0.355

Cartesian forces (eV/Å) of the 3 atoms listed first:
-1.6 -0.5 0.2
-0.6 0.5 0.2
1.4 -3.2 2.3

Properties
E_LUMO in Eh: -0.0034
2S+1: 1
Orbital gap in hartree: 0.33160

---

A cluster of 4 separate species, C24H56ClN3O in total at a distorted geometry. Source: OMol25; level of theory: wB97M-V/def2-TZVPD.

Last column: Mulliken spin population.
Atoms and positions in Å:
C (-4.92177, -1.71732, 3.58582)  0.033
C (-4.54750, -0.68702, 2.49732)  0.068
N (-3.01645, -0.56327, 2.19097)  -0.952
C (-2.84214, 0.48372, 1.13196)  0.795
C (-2.21716, -0.08018, 3.44029)  0.081
C (-2.74677, 1.10893, 4.20616)  0.097
C (-2.32496, -1.85586, 1.71731)  0.520
C (-2.77066, -2.47136, 0.42408)  -0.689
O (-4.09901, -2.83916, 0.66995)  -0.538
C (-4.73248, -3.58457, -0.47314)  0.451
H (-5.87465, -1.64201, 4.10968)  -0.012
H (-4.21182, -1.55073, 4.39595)  0.012
H (-4.87818, -2.71693, 3.15340)  0.002
H (-4.87658, 0.33528, 2.68356)  -0.021
H (-5.04450, -0.87895, 1.54640)  0.077
H (-3.40172, 0.16526, 0.25243)  -0.475
H (-1.77560, 0.41211, 0.91870)  0.310
H (-3.29540, 1.40946, 1.48642)  0.077
H (-1.16751, 0.01163, 3.16120)  -0.006
H (-2.05626, -0.88865, 4.15345)  -0.050
H (-2.07956, 1.50493, 4.97175)  -0.076
H (-3.62663, 0.76497, 4.74988)  0.018
H (-3.20336, 1.81687, 3.51447)  0.038
H (-2.42762, -2.60081, 2.50638)  0.026
H (-1.24034, -1.84526, 1.82498)  0.259
H (-2.22246, -3.40479, 0.29639)  0.212
H (-2.63274, -1.82574, -0.44325)  0.498
H (-5.74468, -3.80610, -0.13480)  0.039
H (-4.27622, -4.54177, -0.72550)  0.017
H (-4.98331, -2.91064, -1.29230)  -0.141
C (3.96043, -0.05091, -3.53516)  -0.229
C (3.36622, -1.36890, -3.11969)  0.141
C (1.86184, -1.46258, -2.81765)  0.689
N (1.31350, -2.86306, -2.52714)  -1.802
C (1.83619, -3.50674, -1.22882)  0.385
C (1.55509, -3.82179, -3.73335)  0.233
C (0.28912, -4.72706, -3.86180)  -0.055
C (-0.75291, -4.24321, -2.83093)  0.425
C (-0.29253, -2.79170, -2.42340)  0.514
H (3.78754, 0.00105, -4.61011)  -0.060
H (5.04441, -0.01591, -3.42631)  0.036
H (3.58540, 0.84011, -3.03164)  0.165
H (3.92407, -1.67724, -2.23548)  0.010
H (3.64261, -2.17735, -3.79652)  0.098
H (1.16668, -0.97646, -3.50215)  -0.100
H (1.56284, -0.92969, -1.91503)  -0.068
H (2.92147, -3.44654, -1.31019)  0.063
H (1.41577, -4.50406, -1.09960)  0.025
H (1.65709, -2.90801, -0.33575)  -0.026
H (2.47836, -4.39460, -3.64642)  0.046
H (1.60404, -3.21943, -4.64047)  0.147
H (0.50584, -5.73869, -3.51865)  0.007
H (-0.06246, -4.87784, -4.88248)  -0.133
H (-0.74598, -4.96400, -2.01330)  -0.020
H (-1.71387, -4.33461, -3.33718)  -0.023
H (-0.59477, -2.46917, -1.42704)  0.177
H (-0.73118, -2.09801, -3.14068)  -0.351
C (-1.03633, 3.37656, 2.00597)  -0.031
C (0.04033, 4.17172, 1.14212)  -0.033
C (1.54292, 3.96792, 1.67401)  0.039
N (2.71238, 4.29325, 0.69993)  -0.578
C (2.65934, 5.81458, 0.37564)  0.096
C (2.55001, 3.45328, -0.67206)  0.437
C (3.96021, 3.16523, -1.14584)  -0.221
C (4.90866, 3.56140, -0.03202)  -0.037
C (4.00892, 3.73577, 1.21001)  0.079
H (-0.92928, 2.30581, 1.83242)  -0.057
H (-2.04210, 3.53636, 1.61740)  -0.008
H (-1.09076, 3.58307, 3.07485)  0.042
H (-0.37061, 5.16695, 0.97254)  -0.003
H (-0.03298, 3.87792, 0.09502)  0.094
H (1.59731, 2.94669, 2.05113)  0.142
H (1.67739, 4.60061, 2.55135)  -0.032
H (2.92511, 6.38681, 1.26449)  0.024
H (1.64765, 6.10726, 0.09475)  0.017
H (3.40054, 6.06922, -0.38190)  0.007
H (1.88511, 4.05846, -1.28831)  0.002
H (2.03706, 2.54536, -0.35479)  -0.044
H (4.18107, 3.76780, -2.02688)  0.037
H (4.15220, 2.09884, -1.26437)  0.153
H (5.33557, 4.54943, -0.20413)  0.029
H (5.77909, 2.90714, -0.08101)  -0.033
H (4.33781, 4.37383, 2.03026)  0.007
H (3.85289, 2.75309, 1.65509)  0.032
Cl (0.96371, -0.05004, 0.53132)  -0.125

Cartesian forces (eV/Å) of the 3 atoms listed first:
0.9 0.5 -0.3
-0.4 0.1 -0.3
0.2 -0.2 1.1

Properties
E_LUMO (spin up / spin down) in Eh: -0.0599 / -0.0615
⟨S²⟩: 0.7505
2S+1: 2
Total charge: +1
Orbital gap (spin up / spin down) in hartree: 0.06820 / 0.32024

---

Question: Among the records above, which one has the highest 2S+1?
Answer: C24H56ClN3O